{"formula": "CH29O14", "method": "the ωB97M-V functional and the def2-TZVPD basis", "e_homo_ev": -7.5, "lumo_ev": 2.731, "total_charge": -1, "e_above_lowest_kcal_mol": 31.47, "homo_lumo_gap_ev": 10.22, "multiplicity": 1, "max_force_ev_per_a": 6.60, "elements": ["C", "O", "H", "H", "H", "H", "H", "O", "H", "H", "O", "H", "H", "O", "H", "H", "O", "H", "H", "O", "H", "H", "O", "H", "H", "O", "H", "H", "O", "H", "H", "O", "H", "H", "O", "H", "H", "O", "H", "H", "O", "H", "H", "O"], "coordinates": [[0.692089, 2.928794, 0.759237], [-0.484529, 2.610385, 1.414211], [1.612805, 2.329421, 1.013324], [0.697859, 2.813050, -0.291729], [1.059860, 3.874327, 0.787614], [-0.540047, -4.122342, -0.766528], [-0.101489, -3.352184, 0.405668], [0.322615, -4.019190, -0.273008], [-1.356492, -2.162958, -0.534037], [-2.145548, -2.123605, -2.038907], [-1.337461, -2.366139, -1.607298], [2.010448, 1.161330, -3.056529], [1.047772, 2.034216, -3.751483], [1.632567, 1.186608, -3.899105], [2.873076, -1.293848, 0.644511], [2.402366, -0.541179, 1.950003], [3.166793, -0.834193, 1.370462], [2.379440, -0.431783, -0.808752], [3.165215, 0.719969, -0.135518], [2.844965, 0.484275, -1.061719], [-2.280641, 2.837820, -0.666509], [-1.430784, 3.747811, 0.206493], [-2.099599, 3.764696, -0.401654], [0.355211, -0.233163, 1.663480], [-0.238658, 2.266737, 2.265053], [0.704201, -0.493351, 2.444306], [-1.911596, 1.067714, -0.658894], [-1.877343, 0.690068, -2.157863], [-2.200619, 1.404087, -1.560206], [0.429672, -1.487935, 2.497280], [-1.975576, -2.756868, 1.124932], [-1.278457, -2.237875, 0.943798], [-1.787177, -1.030929, 1.839870], [-3.226612, -0.353442, 2.162469], [-2.263617, -0.269234, 2.343125], [-0.474130, 0.936413, 4.127678], [-1.848396, 0.813539, 3.576504], [-1.299999, 1.420934, 4.136166], [1.227635, -2.726889, -0.916910], [1.872996, -2.146518, -2.245936], [1.837617, -2.018202, -1.371259], [0.596925, -0.198329, -3.491863], [-0.363963, -1.407272, -2.823860], [-0.409411, -0.484749, -3.156611]], "forces_ev_per_a": [[2.4, -2.8, -0.5], [0.1, 0.0, -0.4], [-1.1, 0.0, 0.4], [-1.1, -0.8, -1.4], [0.4, 3.5, 1.2], [1.5, 0.1, 0.0], [0.8, -1.0, -0.7], [-2.0, 1.0, 0.9], [-0.3, -0.2, -1.5], [-0.7, 0.3, 0.0], [0.4, -0.5, 1.5], [1.6, -0.5, 2.6], [1.3, -2.5, -0.8], [-2.5, 3.0, -1.6], [-1.3, -1.9, -2.3], [0.7, -0.9, -1.1], [1.0, 2.4, 3.7], [1.1, 2.5, -1.7], [-0.4, -0.3, -1.8], [-0.8, -1.8, 2.6], [0.3, 1.2, 0.0], [2.2, -0.3, 2.5], [-3.0, 0.2, -2.7], [-2.1, 1.4, -4.1], [-0.5, -0.2, 1.0], [1.2, -3.9, 4.4], [-0.4, 0.3, -1.5], [0.1, 0.6, 0.2], [0.6, -1.9, 1.2], [0.5, 2.6, -0.2], [-3.8, -3.1, 1.1], [4.1, 3.0, -0.9], [-0.6, 0.5, 0.1], [1.2, 0.0, 0.0], [-1.0, -0.6, -0.5], [0.4, -0.2, 0.2], [0.3, 0.4, 0.2], [-0.3, -0.1, -0.2], [1.0, 0.9, -1.4], [0.1, -0.9, -4.9], [-1.0, -0.4, 6.5], [-4.0, -0.8, 1.2], [-0.1, 0.7, 0.2], [3.6, 0.6, -1.5]], "lowdin_charge": [-0.176, -0.086, 0.097, 0.069, 0.043, 0.052, 0.036, -0.149, 0.035, 0.021, -0.170, -0.036, 0.131, -0.070, -0.052, 0.031, -0.063, 0.041, 0.037, -0.158, -0.013, -0.071, -0.053, -0.025, 0.052, -0.032, 0.077, 0.030, -0.091, 0.128, -0.065, -0.281, -0.002, 0.065, -0.129, 0.000, -0.008, -0.098, 0.061, -0.025, -0.049, 0.087, -0.017, -0.173]}



{"formula": "CH2BNO", "method": "the ωB97M-V functional and the def2-TZVPD basis", "e_homo_ev": -11.2, "lumo_ev": -0.095, "e_above_lowest_kcal_mol": 31.78, "homo_lumo_gap_ev": 11.08, "multiplicity": 1, "max_force_ev_per_a": 4.32, "elements": ["B", "C", "N", "O", "H", "H"], "coordinates": [[-0.047184, 0.151654, -0.174127], [0.751427, -0.542328, 0.949129], [1.539406, -0.885008, 1.717746], [-1.277830, -0.200629, -0.447002], [0.698383, 1.438016, -0.814275], [-1.664202, 0.038295, -1.231471]], "forces_ev_per_a": [[2.4, 3.4, -0.9], [0.6, 0.2, 0.1], [-0.4, -0.1, -0.2], [0.7, -1.7, 2.5], [-1.8, -3.2, 1.3], [-1.5, 1.3, -2.8]], "lowdin_charge": [-0.369, -0.137, 0.144, 0.164, 0.133, 0.066]}



{"formula": "CH2BNO", "method": "the ωB97M-V functional and the def2-TZVPD basis", "e_homo_ev": [-10.5, -10.5], "lumo_ev": [-2.159, -2.159], "e_above_lowest_kcal_mol": 123.64, "homo_lumo_gap_ev": [8.35, 8.35], "multiplicity": 1, "max_force_ev_per_a": 3.35, "elements": ["B", "C", "N", "O", "H", "H"], "coordinates": [[-0.300539, 0.835850, -0.712340], [0.052714, 2.177240, -1.334759], [0.268770, 3.198096, -1.832399], [1.158077, 0.288231, 1.048750], [-1.207806, 0.240630, -1.164409], [0.667559, -0.087446, 1.882691]], "forces_ev_per_a": [[1.9, 0.0, 2.2], [0.6, 0.1, 0.4], [-0.1, -0.5, 0.2], [-3.3, 0.1, -0.8], [0.2, -0.7, 0.6], [0.8, 1.0, -2.6]], "lowdin_charge": [0.251, -0.163, 0.176, -0.307, 0.029, 0.013]}



{"formula": "CH2Br3NO2S", "method": "the ωB97M-V functional and the def2-TZVPD basis", "e_homo_ev": -10.4, "lumo_ev": 0.056, "e_above_lowest_kcal_mol": 0.00, "homo_lumo_gap_ev": 10.47, "multiplicity": 1, "max_force_ev_per_a": 2.26, "elements": ["C", "N", "O", "O", "S", "Br", "Br", "Br", "H", "H"], "coordinates": [[-2.811706, 0.009401, -0.067047], [-0.124555, 0.109831, 0.131852], [-1.574378, 1.088435, 2.024091], [-1.258481, -1.373749, 1.592966], [-1.388683, -0.026372, 1.131599], [-4.350953, -0.010588, 1.039696], [-2.914210, -1.489550, -1.257732], [-2.870511, 1.556796, -1.073309], [0.232916, 0.947307, -0.380807], [0.048935, -0.798940, -0.380493]], "forces_ev_per_a": [[-0.5, -0.8, 0.9], [1.5, -0.3, -1.7], [0.5, -0.8, -1.2], [-0.6, 0.3, 0.2], [0.3, -0.1, -0.2], [-0.9, -0.2, 0.8], [0.5, -0.5, 0.0], [0.5, 1.7, -0.9], [-1.0, -0.9, 1.0], [-0.2, 1.6, 1.0]], "lowdin_charge": [-1.882, -0.111, -0.310, -0.312, 0.371, 0.684, 0.656, 0.696, 0.106, 0.104]}



{"formula": "CH2BrNO3", "method": "the ωB97M-V functional and the def2-TZVPD basis", "e_homo_ev": -10.6, "lumo_ev": -0.667, "e_above_lowest_kcal_mol": 70.96, "homo_lumo_gap_ev": 9.89, "multiplicity": 1, "smiles": "O=NOOCBr", "max_force_ev_per_a": 1.78, "elements": ["N", "O", "C", "O", "O", "Br", "H", "H"], "coordinates": [[1.198928, 1.147163, 1.474724], [2.192933, 1.589762, 1.144832], [-0.796323, -0.625619, -0.566923], [-0.034933, 0.532311, -0.208138], [0.895369, -0.068651, 0.724719], [-1.906711, -0.120052, -2.018200], [-0.158509, -1.470583, -0.834127], [-1.390754, -0.984329, 0.283114]], "forces_ev_per_a": [[-1.0, 0.7, 1.2], [1.3, 0.3, -0.3], [0.0, -0.3, 0.8], [-0.3, -1.3, -0.2], [0.1, -0.4, -0.8], [-0.1, 0.0, -0.2], [0.2, 0.4, -0.4], [-0.1, 0.5, -0.2]], "lowdin_charge": [-0.006, 0.139, -0.669, -0.203, -0.134, 0.721, 0.074, 0.078]}



{"formula": "CH2BrNO4", "method": "the ωB97M-V functional and the def2-TZVPD basis", "e_homo_ev": [-9.3, -9.3], "lumo_ev": [-1.674, -1.676], "e_above_lowest_kcal_mol": 77.06, "homo_lumo_gap_ev": [7.65, 7.65], "multiplicity": 1, "max_force_ev_per_a": 4.59, "elements": ["C", "N", "O", "O", "O", "O", "Br", "H", "H"], "coordinates": [[2.860428, 0.973494, -0.306981], [0.239420, 0.535342, -0.602465], [1.952639, 0.144957, -0.151972], [-0.051040, 1.320691, 0.398311], [3.192658, 2.026193, -0.598430], [-0.361305, -0.726388, -0.393960], [4.449127, -0.399037, 0.385137], [-0.416068, 0.806715, 1.045792], [0.112190, -1.406998, -0.874835]], "forces_ev_per_a": [[1.8, -2.8, 1.2], [1.0, -1.0, -0.8], [-2.4, -1.2, -0.3], [0.5, 1.7, -3.2], [0.0, 2.6, -0.9], [0.1, 2.4, 1.4], [0.0, 0.5, -0.2], [-1.7, -2.4, 3.5], [0.6, 0.1, -0.7]], "lowdin_charge": [-0.837, 0.020, -0.089, 0.122, 0.149, 0.052, 0.376, 0.082, 0.123]}



{"formula": "CH2BrNO4", "method": "the ωB97M-V functional and the def2-TZVPD basis", "e_homo_ev": [-10.1, -9.7], "lumo_ev": [-1.728, -2.532], "e_above_lowest_kcal_mol": 64.83, "homo_lumo_gap_ev": [8.39, 7.17], "multiplicity": 1, "max_force_ev_per_a": 4.87, "elements": ["C", "N", "O", "O", "O", "O", "Br", "H", "H"], "coordinates": [[-0.475951, -0.489662, -0.043854], [0.340298, 0.711950, -0.069887], [0.632277, 1.271364, -1.072532], [0.058109, 1.378779, 1.082620], [-0.481144, -0.942543, -1.270190], [-1.117926, -0.863539, 0.889964], [2.527288, -0.300438, 0.571498], [-1.086425, -1.544507, -1.685729], [-0.396523, 0.778599, 1.598110]], "forces_ev_per_a": [[-1.8, -2.4, -1.8], [0.5, -0.8, 1.8], [-0.2, 1.3, -0.7], [2.1, 3.9, -2.0], [1.6, 1.0, -0.7], [0.6, 0.5, 0.2], [-0.3, -0.3, 0.1], [-0.8, -0.7, 0.9], [-1.8, -2.5, 2.2]], "lowdin_charge": [-0.558, -0.429, 0.095, 0.094, 0.187, 0.174, 0.228, 0.151, 0.057]}



{"formula": "CH2BrNOS", "method": "the ωB97M-V functional and the def2-TZVPD basis", "e_homo_ev": [-8.4, -8.4], "lumo_ev": [-0.893, -0.869], "e_above_lowest_kcal_mol": 72.18, "homo_lumo_gap_ev": [7.53, 7.55], "multiplicity": 1, "max_force_ev_per_a": 4.93, "elements": ["C", "N", "O", "S", "Br", "H", "H"], "coordinates": [[1.097604, -0.743173, -0.084996], [-1.051071, -0.581518, 0.425702], [1.681422, -1.710947, -0.416095], [-1.160505, 0.901003, 0.938760], [1.848871, 1.025243, 0.083428], [-1.284781, -0.530231, -0.651863], [-1.131542, 1.639623, -0.294935]], "forces_ev_per_a": [[-1.0, -2.3, -0.3], [1.8, -1.7, -4.3], [-1.2, 1.6, 0.6], [-0.5, 3.2, -0.6], [0.4, 0.7, 0.1], [0.5, -0.8, 2.8], [-0.1, -0.6, 1.7]], "lowdin_charge": [-0.708, -0.506, 0.007, 0.614, 0.607, 0.061, -0.075]}